# C3H8N2

A 2-piece molecular cluster, C3H8N2 overall at a distorted geometry (the ωB97M-V functional and the def2-TZVPD basis, the Open Molecules 2025 dataset).

The molar mass comes out at 72.1 g/mol. The value obtained for the electronic energy is -6216.7138 eV. The relative energy (zero: lowest compared OMol25 entry of this formula, charge and spin) comes out at 118.37 kcal per mole. As for the orbital gap (alpha / beta): 9.24 / 9.24 eV. The LUMO energy (alpha / beta) is 0.44 / 0.44 eV.

Last column: Mulliken charge in e.
Positions of all 13 atoms, in Å:
1 C 1.001 0.320 0.285  -0.729
2 C 1.153 -1.204 0.271  -0.806
3 N -1.914 0.525 0.724  -0.681
4 C -1.099 0.943 -1.375  -0.177
5 N -1.906 0.727 -0.514  0.303
6 H -2.784 0.800 1.175  0.190
7 H -0.058 0.464 0.794  0.191
8 H -0.924 0.690 -2.394  0.310
9 H 1.236 0.712 -0.704  0.230
10 H 1.747 0.789 0.926  0.343
11 H 0.306 -1.666 -0.239  0.238
12 H 2.073 -1.502 -0.236  0.321
13 H 1.168 -1.599 1.287  0.267

# C3H8N2

One molecule with the formula C3H8N2 at a distorted geometry (the ωB97M-V functional and the def2-TZVPD basis, the Open Molecules 2025 dataset).

The molar mass comes out at 72.1 g/mol. The value obtained for the electronic energy is -6219.6644 eV. The SMILES is C/N=C\NC. The relative energy (zero: lowest compared OMol25 entry of this formula, charge and spin) comes out at 50.33 kcal per mole. As for the orbital gap: 9.61 eV. The LUMO energy is 0.96 eV.

Last column: Mulliken charge in e.
Positions of all 13 atoms, in Å:
1 C -2.031 -0.542 -0.043  -0.801
2 N -1.320 0.714 -0.067  -0.487
3 C -0.062 0.696 0.089  0.123
4 N 0.830 -0.334 0.118  -0.220
5 C 2.297 -0.157 -0.098  -0.768
6 H -1.980 -1.139 0.952  0.234
7 H -1.646 -1.192 -0.861  0.309
8 H -3.117 -0.401 -0.211  0.246
9 H 0.406 1.723 0.211  0.303
10 H 0.454 -1.329 0.277  0.253
11 H 2.866 -1.035 -0.549  0.277
12 H 2.827 0.009 0.946  0.233
13 H 2.402 0.725 -0.812  0.298

# C3H8N2

A 2-piece molecular cluster, C3H8N2 overall at a distorted geometry (the ωB97M-V functional and the def2-TZVPD basis, the Open Molecules 2025 dataset).

The molar mass comes out at 72.1 g/mol. The value obtained for the electronic energy is -6218.5196 eV. The SMILES is [H]/N=C/N.C=C. The relative energy (zero: lowest compared OMol25 entry of this formula, charge and spin) comes out at 76.73 kcal per mole. As for the orbital gap: 10.64 eV. The LUMO energy is 1.05 eV.

Last column: Mulliken charge in e.
Positions of all 13 atoms, in Å:
1 H 4.304 1.606 -1.704  0.253
2 N 3.548 1.153 -1.201  -0.558
3 C 2.441 1.765 -1.160  0.036
4 N 1.438 1.463 -0.240  -0.473
5 H 2.205 2.451 -1.987  0.302
6 H 1.604 1.565 0.743  0.231
7 H 0.813 0.726 -0.520  0.207
8 C -3.081 -1.416 0.577  -0.460
9 C -2.264 -2.164 1.311  -0.468
10 H -3.473 -1.691 -0.393  0.254
11 H -3.464 -0.521 1.056  0.214
12 H -2.267 -3.243 1.350  0.251
13 H -1.805 -1.694 2.168  0.210